No. 1
C3HNaO2 as an isolated structure in a non-equilibrium geometry, computed with the ωB97M-V functional and the def2-TZVPD basis.

The calculation puts the HOMO-LUMO gap (alpha / beta) at 10.33 / 8.24 eV. As for the spin multiplicity: 2. As for the net charge: +1. The total energy comes out at -427.34793 Ha.

Last column: natural (NBO) charge in e.
Geometry (Å):
C  2.025  -0.503  -0.117  0.027
H  3.096  -0.495  -0.259  0.270
C  0.870  -0.464  0.286  -0.155
O  -0.073  1.440  -0.174  -0.170
C  -0.385  0.251  0.235  0.700
Na  -4.012  -0.058  -0.285  0.996
O  -1.521  -0.170  0.313  -0.668

***

No. 2
One molecule with the formula C4H9NO2, computed with the ωB97M-V functional and the def2-TZVPD basis.

The calculation puts the HOMO-LUMO gap at 10.48 eV. As for the spin multiplicity: 1. The total energy comes out at -363.01799 Ha.

Last column: natural (NBO) charge in e.
Geometry (Å):
O  -1.981  0.751  1.537  -0.513
C  -1.550  1.238  0.528  0.449
C  -0.524  0.568  -0.390  -0.174
C  0.003  -0.706  0.283  0.080
C  0.796  -1.545  -0.739  -0.645
O  0.811  -0.346  1.398  -0.733
N  0.486  1.571  -0.647  -0.830
H  -1.733  2.313  0.318  0.112
H  -0.992  0.242  -1.327  0.204
H  -0.816  -1.349  0.604  0.184
H  1.064  -1.004  -1.647  0.201
H  1.746  -1.924  -0.354  0.228
H  0.240  -2.433  -1.034  0.215
H  0.446  -0.770  2.179  0.483
H  0.598  2.177  0.156  0.364
H  1.407  1.217  -0.864  0.375

***

So what do the calculations give for energy above the lowest of the compared OMol25 structures with the same formula, charge and spin? Going down the list: 0.00, 177.34 kJ/mol.